Entry 1:
The following is a DFT calculation (ωB97M-V/def2-TZVPD) of a molecular structure, C21H46F6N5NiO5P at a distorted geometry.

CARTESIAN COORDINATES (ANGSTROEM)
Ni  18.02000  3.57034  20.09315
P  15.64751  5.68645  18.24993
F  14.57578  6.62075  17.47214
F  16.82145  4.84296  19.00922
F  16.12686  5.17065  16.75855
F  14.64570  4.45940  18.25254
F  15.09475  6.00376  19.76487
F  16.61374  6.98885  18.22764
O  19.46852  4.34398  18.72849
O  17.44709  2.24942  18.70207
O  19.44263  2.19387  20.94643
O  16.44633  2.82027  21.29577
O  18.49776  5.15432  21.31413
N  20.90634  5.66004  17.59878
N  14.54277  2.82717  22.60172
N  19.00128  7.09677  22.31931
N  20.51347  1.26862  21.41921
N  17.84168  1.41060  16.70121
C  21.97560  0.32900  23.21951
C  21.23467  0.74040  19.02427
C  20.07024  7.86845  22.95604
C  20.67469  1.05119  22.89489
C  20.19498  6.89824  17.93653
C  17.61100  1.27146  17.98743
C  17.84275  0.26179  15.83789
C  19.23959  5.81910  22.05182
C  20.82756  2.40414  23.56554
C  20.47902  4.47914  18.04311
C  13.61715  3.02184  21.51633
C  15.85836  2.70737  22.38088
C  19.58610  0.19910  23.60939
C  22.13599  5.77275  16.73821
C  18.04137  2.67360  16.03862
C  19.88003  -0.93934  20.28367
C  17.82430  7.78700  21.67170
C  22.31730  -0.83815  22.33918
C  14.00023  2.75578  23.95227
C  22.23627  -0.39796  20.88761
C  20.88461  0.18609  20.44904
H  19.41978  -1.23430  21.22668
H  16.96792  7.14046  21.48018
H  17.26079  0.48840  14.94454
H  13.21568  4.01247  21.72980
H  21.84662  6.24946  15.80166
H  19.28598  6.73112  18.51436
H  20.97233  3.62043  17.56201
H  17.80147  3.56420  16.61947
H  20.80081  7.48051  18.63081
H  17.62648  0.25301  18.40543
H  22.57080  4.79850  16.51492
H  23.31822  -1.21464  22.55022
H  19.68093  -0.86681  23.40213
H  22.90280  6.40897  17.18019
H  22.86814  0.95406  23.24746
H  23.06082  0.29500  20.72019
H  20.30145  0.99065  18.51973
H  18.03819  8.27031  20.71842
H  18.83208  -0.04887  15.50201
H  21.59936  -1.60901  22.61924
H  21.14510  2.40681  24.60826
H  21.49784  3.02796  22.97420
H  21.74621  1.70102  19.08448
H  19.99587  7.54153  17.07941
H  17.40004  8.63234  22.21346
H  19.03371  2.67537  15.58768
H  18.98272  -0.61153  19.75880
H  17.32628  -0.57703  16.30450
H  19.60329  0.24167  24.69842
H  22.02022  -0.17905  24.18284
H  14.16051  2.99362  20.57184
H  13.37002  1.87534  24.07776
H  18.58774  0.50321  23.29490
H  17.45080  2.76837  15.12740
H  20.74086  8.34277  22.23953
H  19.63006  8.74821  23.42546
H  19.83087  2.84496  23.58469
H  14.60655  2.79876  24.85707
H  20.69710  7.31682  23.65664
H  22.55740  -1.21937  20.24708
H  13.20562  3.50056  23.99677
H  12.83132  2.26836  21.46281
H  20.09986  5.37291  22.57434
H  20.25815  -1.86620  19.85232
H  16.40530  2.46513  23.30520
H  21.89074  0.21851  18.32762

Computed properties:
charge	+1
⟨S²⟩	3.759
lowest unoccupied orbital energy (spin up / spin down)	-1.8 / -3.9	eV
HOMO energy (spin up / spin down)	-12.126 / -12.128	eV
HOMO-LUMO gap (spin up / spin down)	10.28 / 8.19	eV
spin multiplicity	4

---

Entry 2:
The following is a DFT calculation (ωB97M-V/def2-TZVPD) of a molecular structure, C21H47GeNO5RuSi.

CARTESIAN COORDINATES (ANGSTROEM)
Ru  2.02343  1.13056  -0.54984
Ge  1.35987  0.62307  -3.63487
Si  -1.10213  -0.15891  0.38755
O  -1.49859  -0.35819  1.96355
O  0.40785  0.40721  0.25174
O  -1.13963  -1.56012  -0.44748
O  -2.20025  0.83217  -0.29524
O  1.81475  4.56234  1.89211
N  1.93689  3.05167  0.06408
C  -0.30408  1.59423  -3.30760
C  -3.35267  2.73485  -1.07923
C  3.15169  -0.55960  -0.17849
C  -0.66196  -0.62791  3.09901
C  4.16695  -1.66400  1.83096
C  -1.59796  -1.12056  4.19328
C  -2.74599  2.08430  0.15568
C  1.13709  -1.27646  -3.24359
C  -1.64435  2.96385  0.73301
C  0.02109  0.66714  3.52477
C  -1.99143  -3.59765  0.48566
C  -3.56299  -1.91318  -0.48297
C  -2.17861  -2.54139  -0.59595
C  0.37063  -1.69955  2.76356
C  3.67449  -0.34091  1.24303
C  2.77141  1.34413  -2.43047
C  4.78390  0.71027  1.27113
C  -3.82531  1.80507  1.19448
C  -1.98277  -3.14728  -1.97809
C  1.97321  0.89160  -5.47187
C  1.87570  3.80052  0.99967
H  -3.69801  -1.13842  -1.23685
H  1.00092  -1.89682  3.63291
H  -3.39898  1.30279  2.06223
H  2.13524  1.95153  -5.66834
H  -3.70605  -1.46374  0.50195
H  -2.09581  -2.37706  -2.74257
H  -4.32580  -2.68128  -0.62203
H  -3.82449  3.68345  -0.81809
H  -2.15304  -3.15875  1.47134
H  0.65226  -1.41511  -2.27544
H  -2.70359  -4.41345  0.35032
H  -4.59807  1.16429  0.76628
H  3.96833  -0.69975  -0.88656
H  -4.28924  2.73876  1.51762
H  -0.11980  -2.62884  2.47422
H  -4.10622  2.07773  -1.51542
H  -2.35502  -0.36494  4.40616
H  2.84832  0.00903  1.87796
H  3.37137  -2.40993  1.84942
H  1.00866  -1.37519  1.94021
H  0.64230  0.49992  4.40673
H  -2.58156  2.92245  -1.82744
H  2.45281  -1.39700  -0.24360
H  5.13774  0.87764  2.28915
H  -1.04350  -1.32874  5.10973
H  -2.05184  3.92974  1.03627
H  0.50903  -1.74503  -4.00307
H  4.45254  1.67490  0.87598
H  -0.98251  -3.57425  -2.06373
H  -0.98030  -4.00558  0.44194
H  2.91565  2.41399  -2.60361
H  -1.19185  2.49647  1.60989
H  2.90853  0.36012  -5.64702
H  0.64989  1.04999  2.71965
H  4.99025  -2.05961  1.23130
H  -2.71736  -3.93305  -2.16082
H  -0.86148  3.13442  -0.00731
H  3.70715  0.81621  -2.61489
H  5.63260  0.37976  0.66691
H  1.22720  0.52007  -6.17536
H  -2.10222  -2.03408  3.87467
H  -0.13706  2.67181  -3.34648
H  -0.72593  1.42411  3.76917
H  4.52828  -1.52249  2.85123
H  -0.72362  1.33878  -2.33207
H  2.10133  -1.78707  -3.23688
H  -1.04725  1.33497  -4.06325

Computed properties:
⟨S²⟩	6.020
lowest unoccupied orbital energy (spin up / spin down)	0.1 / -1.7	eV
HOMO energy (spin up / spin down)	-8.712 / -9.808	eV
HOMO-LUMO gap (spin up / spin down)	8.84 / 8.15	eV
spin multiplicity	5

---

Entry 3:
The following is a DFT calculation (ωB97M-V/def2-TZVPD) of a molecular structure, C21H47OP3ScSe at a distorted geometry.

CARTESIAN COORDINATES (ANGSTROEM)
Se  -0.07870  1.24276  -1.49249
Sc  -0.07720  -0.15297  0.71923
P  0.26359  2.29037  2.06537
P  2.55631  0.22011  0.36397
P  -2.60196  0.83730  0.53318
O  0.14708  -1.26982  2.49062
C  2.93809  -0.92031  -1.01369
C  0.79769  1.13087  -5.55005
C  -1.43206  -1.32119  4.41916
C  -3.25232  -0.12787  -0.89492
C  -0.36733  -0.56830  -3.59568
C  -0.57318  -3.73086  -6.25920
C  1.77202  2.45843  3.08357
C  0.05243  -2.71629  2.06213
C  0.33695  -0.16600  -5.87534
C  -0.03526  -1.00743  3.97620
C  -1.07469  2.72897  3.24410
C  -3.86690  0.55865  1.77948
C  0.08754  0.69904  -3.27243
C  3.34633  1.72678  -0.25807
C  0.91315  -3.55901  2.98004
C  -0.21738  -0.98081  -4.88883
C  -0.67806  -4.32824  -4.99866
C  3.61848  -0.42666  1.65003
C  0.67387  1.56828  -4.22099
C  -2.95990  2.53752  -0.03575
C  0.35352  3.82571  1.04231
H  -0.52296  -1.98698  -5.12005
H  -1.30217  -2.93228  -6.44480
H  -3.52193  0.91560  2.74886
H  4.38928  1.52194  -0.52523
H  -0.79206  -1.22206  -2.84114
H  -4.08536  -0.50596  1.85356
H  0.03143  -3.98227  -7.19051
H  1.92718  -3.18282  3.08169
H  -4.34437  -0.11143  -0.86460
H  -2.89760  0.25672  -1.85387
H  -2.20521  -0.71238  3.92988
H  -1.64293  -4.25129  -4.37951
H  0.32244  -2.74033  0.99105
H  2.83839  2.09747  -1.15621
H  1.01721  2.56524  -3.92776
H  4.02620  -1.07179  -1.02536
H  2.45103  -1.89116  -0.85360
H  -0.54872  3.94726  0.43046
H  2.60258  -0.54373  -1.98785
H  -1.65428  -2.36863  4.21582
H  1.22790  1.83378  -6.27942
H  -4.04187  2.67262  -0.13141
H  0.45854  -3.67909  3.95773
H  -0.16102  -0.59065  -1.08263
H  0.72550  -1.60136  4.48916
H  1.63133  3.32076  3.74342
H  -1.00437  -3.02034  2.11408
H  1.00282  -4.54352  2.53977
H  1.23902  3.79721  0.39405
H  -0.76091  3.63528  3.77628
H  -2.01782  2.95326  2.72512
H  0.19345  0.05239  4.07372
H  3.15454  -1.30076  2.11389
H  -2.59976  3.28752  0.67300
H  -2.91678  -1.16486  -0.82958
H  1.91007  1.55811  3.69737
H  0.38541  -0.54942  -6.89090
H  0.06876  -5.00837  -4.52343
H  4.57429  -0.73215  1.22375
H  -1.51739  -1.17824  5.49662
H  0.44216  4.67982  1.72699
H  3.79065  0.30352  2.43886
H  -4.78363  1.08370  1.51482
H  2.65669  2.64162  2.46323
H  -2.49892  2.74534  -1.00769
H  -1.23509  1.92022  3.97144
H  3.34612  2.53347  0.47762

Computed properties:
charge	+3
lowest unoccupied orbital energy (spin up / spin down)	-11.8 / -11.9	eV
HOMO energy (spin up / spin down)	-15.658 / -15.658	eV
HOMO-LUMO gap (spin up / spin down)	3.88 / 3.76	eV